1.
Density functional theory data (ωB97M-V with the def2-TZVPD basis set) for a gas-phase ion, C6H12N (charge +1).

The HOMO energy is -14.34 eV. The lowest unoccupied orbital energy is -3.54 eV. Its total energy is -7898.5678 eV. As for the HOMO-LUMO gap: 10.81 eV. Its net charge is +1. As for the largest force on an atom: 5.01 eV/A. The SMILES is CC1(C)C=CC[NH2+]1.

Each line ends with the Mulliken charge.
Element x y z (Å)
C (1.7578, -0.8287, 0.0547)  -0.282
C (0.5287, -1.3010, 0.1336)  -0.636
C (1.8017, 0.6012, -0.2529)  -0.884
C (-0.4663, -0.1162, 0.1128)  1.021
C (-1.5079, -0.1955, 1.2930)  -1.425
C (-1.1665, -0.0531, -1.2455)  -1.452
N (0.4656, 1.1057, 0.1390)  -0.332
H (2.5651, -1.5639, 0.0901)  0.421
H (0.0048, -2.2395, 0.3001)  0.477
H (2.5519, 1.1408, 0.2131)  0.499
H (1.9022, 0.8316, -1.2766)  0.316
H (-2.0714, 0.7442, 1.6159)  0.379
H (-0.9278, -0.6471, 2.0775)  0.431
H (-2.3187, -0.9095, 0.9141)  0.332
H (-1.9408, 0.7584, -1.2743)  0.393
H (-1.5029, -1.1342, -1.4171)  0.401
H (-0.3610, 0.0761, -2.0111)  0.425
H (0.5994, 1.8000, 1.0161)  0.451
H (0.0861, 1.9310, -0.4824)  0.466

2.
Density functional theory data (ωB97M-V with the def2-TZVPD basis set) for 2 unconnected molecules or ions with the total composition C5H7NS2.

The HOMO energy (spin up / spin down) is -7.21 / -7.99 eV. The lowest unoccupied orbital energy (spin up / spin down) is -1.16 / -0.35 eV. Its total energy is -28455.7451 eV. As for the HOMO-LUMO gap (spin up / spin down): 6.05 / 7.64 eV. Its net charge is 0. As for the largest force on an atom: 4.69 eV/A.

Each line ends with the Mulliken charge.
Element x y z (Å)
C (-0.1155, -1.1783, -1.4239)  -0.185
C (-1.2079, -1.4178, -0.4784)  -0.600
C (0.2589, 0.0750, -1.2165)  -0.809
C (-1.3186, -0.2803, 0.2486)  -0.370
C (-0.3604, 1.8332, 0.3744)  -0.539
N (-0.4932, 0.6443, -0.1781)  0.201
S (2.6652, -0.4731, 1.2962)  -0.124
S (1.7258, 1.0990, 2.0812)  -0.176
H (0.1242, -1.8580, -2.2310)  0.427
H (-1.7463, -2.2681, -0.4056)  0.522
H (0.9323, 0.6035, -1.6951)  0.426
H (-1.6387, -0.2189, 1.2185)  0.404
H (-1.0683, 2.3526, 0.9864)  0.349
H (0.4999, 2.4315, -0.0342)  0.326
H (1.7426, -1.3447, 1.4574)  0.148

3.
Density functional theory data (ωB97M-V with the def2-TZVPD basis set) for 3 unconnected molecules or ions with the total composition C5H13NO2.

The HOMO energy is -8.88 eV. The lowest unoccupied orbital energy is 0.70 eV. Its total energy is -10978.8603 eV. As for the HOMO-LUMO gap: 9.59 eV. Its net charge is 0. As for the largest force on an atom: 1.86 eV/A. The SMILES is C=NC(=C)CC.O.O.

Each line ends with the Mulliken charge.
Element x y z (Å)
C (-2.1358, 1.8974, -1.4825)  -1.408
C (-0.7994, 1.2075, -1.6480)  -0.062
C (-0.4698, 0.0460, -0.7712)  0.512
C (-1.2331, -0.2921, 0.2698)  -0.802
C (1.0986, -0.9174, -2.1161)  -0.400
N (0.7481, -0.7052, -0.9156)  -0.431
H (-3.0461, 1.3846, -1.1580)  0.341
H (-2.1651, 2.6919, -0.7288)  0.361
H (-2.4354, 2.4033, -2.4014)  0.352
H (-0.1382, 2.0776, -1.5559)  0.203
H (-0.5917, 0.8582, -2.6560)  0.239
H (-2.2869, -0.1084, 0.4226)  0.246
H (-0.8382, -0.9658, 1.0253)  0.297
H (2.1244, -1.2184, -2.3214)  0.266
H (0.4846, -0.7260, -2.9900)  0.292
H (-0.3934, -2.4356, 5.2091)  0.313
H (0.6222, -3.0262, 6.1026)  0.320
O (0.2203, -2.1787, 5.8913)  -0.632
H (4.0918, 0.6627, 0.8850)  0.309
H (3.1066, -0.4243, 0.4016)  0.351
O (4.0367, -0.2310, 0.5378)  -0.666

4.
Density functional theory data (ωB97M-V with the def2-TZVPD basis set) for a molecular structure, C39H55IrN10OSi2.

The HOMO energy (spin up / spin down) is -6.73 / -6.47 eV. The lowest unoccupied orbital energy (spin up / spin down) is 0.07 / 0.37 eV. Its total energy is -76878.3387 eV. As for the HOMO-LUMO gap (spin up / spin down): 6.79 / 6.83 eV. Its net charge is 0. As for the largest force on an atom: 3.07 eV/A.

Each line ends with the Mulliken charge.
Element x y z (Å)
Ir (-0.4914, -0.8099, -0.6148)  3.065
C (-0.3949, 0.4452, 4.2174)  -0.917
N (-0.5620, -0.5141, 3.1490)  0.895
C (-1.9037, -0.5908, 2.6319)  0.055
C (0.4680, -1.2819, 2.7077)  -1.070
N (0.6163, -1.6181, 1.4543)  0.651
C (1.3009, -2.7697, 1.0831)  -0.697
C (1.1122, -3.9147, 1.8480)  -0.355
C (1.6806, -5.1375, 1.5095)  -0.937
C (2.4629, -5.2304, 0.3902)  -1.125
C (2.6793, -4.1058, -0.4322)  1.682
C (3.4876, -4.2466, -1.5816)  -1.053
C (3.7255, -3.1777, -2.4057)  -1.275
C (3.1471, -1.9511, -2.1151)  -0.429
C (2.3282, -1.7596, -1.0075)  -0.478
N (1.7232, -0.5129, -0.8855)  0.478
C (2.4193, 0.5910, -1.0191)  -0.501
N (3.7309, 0.6858, -0.6434)  0.756
C (4.2961, -0.1726, 0.3597)  -0.698
C (4.6895, 1.4735, -1.3782)  -1.388
N (1.8779, 1.7242, -1.5396)  0.889
C (0.8667, 1.6904, -2.5637)  -0.998
C (2.1835, 3.0423, -1.0375)  -1.068
C (2.0890, -2.8478, -0.1080)  -0.471
N (1.3668, -1.6074, 3.6970)  0.645
C (0.9029, -2.1110, 4.9677)  -1.354
C (2.7550, -1.8705, 3.4439)  -0.477
H (-0.8096, 1.4008, 3.8918)  -0.181
H (0.6600, 0.5907, 4.4298)  0.408
H (-0.9146, 0.1402, 5.1321)  0.438
H (-2.5416, -1.1271, 3.3472)  0.458
H (-1.9104, -1.1063, 1.6719)  -0.639
H (-2.3136, 0.4096, 2.4906)  -0.647
H (0.4828, -3.8521, 2.7234)  0.745
H (1.4956, -6.0020, 2.1316)  0.439
H (2.9155, -6.1712, 0.1137)  0.409
H (3.9120, -5.2147, -1.7994)  0.446
H (4.3460, -3.2797, -3.2845)  0.380
H (3.3037, -1.1096, -2.7754)  0.535
H (3.4903, -0.5307, 0.9886)  -0.613
H (4.9802, 0.4113, 0.9762)  0.465
H (4.8337, -1.0256, -0.0694)  0.303
H (4.2292, 1.8998, -2.2651)  0.400
H (5.5148, 0.8268, -1.6947)  0.394
H (5.0994, 2.2768, -0.7589)  0.357
H (0.7646, 0.6758, -2.9364)  0.114
H (1.1736, 2.3421, -3.3907)  0.606
H (-0.1022, 2.0412, -2.1926)  -0.146
H (2.7812, 2.9732, -0.1326)  0.456
H (1.2489, 3.5529, -0.7900)  -0.030
H (2.7140, 3.6427, -1.7853)  0.362
H (-0.1803, -2.0521, 5.0343)  0.339
H (1.3480, -1.5425, 5.7883)  0.341
H (1.1988, -3.1629, 5.0724)  0.431
H (3.0543, -1.3560, 2.5396)  0.112
H (2.9695, -2.9399, 3.3336)  0.258
H (3.3331, -1.4709, 4.2792)  0.414
C (-0.8517, -4.1335, -1.9595)  -1.157
Si (-1.7588, -2.8553, -0.8213)  0.574
C (-2.1968, -3.9227, 0.7474)  -1.373
C (-3.5374, -2.6616, -1.5973)  -1.345
H (-1.4426, -5.0377, -2.0587)  0.447
H (0.1111, -4.4078, -1.5400)  0.206
H (-0.6778, -3.7310, -2.9515)  0.280
H (-2.9738, -4.6424, 0.5010)  0.517
H (-2.5573, -3.3313, 1.5828)  0.307
H (-1.3289, -4.4756, 1.0880)  0.340
H (-4.0598, -3.6145, -1.5873)  0.495
H (-3.4824, -2.3282, -2.6272)  0.282
H (-4.1450, -1.9475, -1.0489)  0.283
C (-2.3746, -0.0366, -4.9966)  -1.695
C (-2.0276, -0.1284, -3.5306)  0.516
N (-2.9526, 0.3387, -2.6915)  0.486
O (-0.9729, -0.6150, -3.1381)  -0.459
H (-3.2444, -0.6545, -5.2038)  0.377
H (-1.5396, -0.3781, -5.6005)  0.411
H (-2.6163, 0.9922, -5.2519)  0.332
H (-3.7729, 0.8236, -3.0124)  0.254
H (-2.7097, 0.3880, -1.7021)  -0.357
N (2.2833, 1.5217, 2.2355)  -1.098
C (1.2523, 1.5601, 1.7039)  1.058
N (0.1064, 1.7741, 1.1773)  -0.557
C (-0.6700, 1.0774, 0.4355)  -0.092
N (-1.8162, 1.3079, -0.0911)  0.308
C (-1.0779, 4.6466, 3.9140)  -0.389
C (-0.6764, 5.1066, 2.6708)  -0.851
C (-1.2683, 4.6251, 1.5216)  -0.027
C (-2.2729, 3.6610, 1.5808)  0.314
C (-2.6815, 3.2298, 2.8433)  -0.269
C (-2.0972, 3.7122, 3.9980)  -0.611
Si (-2.8768, 2.6862, 0.0938)  0.014
C (-2.8797, 3.4856, -1.6088)  0.614
C (-3.9609, 3.2401, -2.4554)  -1.120
C (-3.9216, 3.5712, -3.7953)  -0.401
C (-2.7955, 4.1835, -4.3241)  -0.566
C (-1.7293, 4.4796, -3.4890)  -0.642
C (-1.7720, 4.1301, -2.1548)  0.227
H (-0.5971, 5.0094, 4.8086)  0.385
H (0.1131, 5.8410, 2.6054)  0.413
H (-0.9357, 4.9975, 0.5620)  0.344
H (-3.4721, 2.4947, 2.9119)  0.265
H (-2.4271, 3.3575, 4.9637)  0.404
H (-4.2014, 2.0892, 0.3587)  -0.301
H (-4.8439, 2.7756, -2.0402)  0.447
H (-4.7647, 3.3582, -4.4367)  0.442
H (-2.7529, 4.4286, -5.3748)  0.413
H (-0.8599, 4.9800, -3.8894)  0.438
H (-0.9266, 4.3659, -1.5223)  -0.062

5.
Density functional theory data (ωB97M-V with the def2-TZVPD basis set) for a molecular structure, C22H28F6O2PS4SbTi.

The HOMO energy is -14.51 eV. The lowest unoccupied orbital energy is -7.21 eV. Its total energy is -125943.6497 eV. As for the HOMO-LUMO gap: 7.30 eV. Its net charge is +2. As for the largest force on an atom: 0.13 eV/A.

Each line ends with the Mulliken charge.
Element x y z (Å)
Ti (1.0797, 0.2579, 0.7243)  -0.102
C (3.0460, 3.3614, 1.5632)  -0.994
C (3.0783, 3.3150, 0.0443)  -0.645
S (3.1207, 1.5809, -0.4747)  0.260
C (2.9142, 1.6969, -2.2670)  -0.684
C (2.2465, 0.4248, -2.7453)  -1.080
S (0.6881, 0.0313, -1.9082)  0.517
C (-0.4268, 1.3716, -2.3999)  -1.048
C (-0.3961, 2.5962, -1.5052)  -0.949
S (-0.6420, 2.0721, 0.2119)  0.544
C (-0.2787, 3.5884, 1.1487)  -0.907
C (0.3555, 3.2297, 2.4780)  -0.929
S (1.8526, 2.2370, 2.3391)  0.196
H (2.8510, 4.3728, 1.9211)  0.536
H (4.0103, 3.0566, 1.9705)  0.452
H (3.9830, 3.7999, -0.3232)  0.631
H (2.2217, 3.8162, -0.4036)  0.170
H (3.9012, 1.7948, -2.7193)  0.574
H (2.3373, 2.5854, -2.5213)  0.377
H (2.8772, -0.4457, -2.5513)  0.354
H (2.0461, 0.4544, -3.8165)  0.587
H (-1.4245, 0.9291, -2.3997)  0.278
H (-0.1987, 1.6415, -3.4319)  0.731
H (-1.2132, 3.2712, -1.7621)  0.681
H (0.5419, 3.1406, -1.5806)  0.125
H (-1.2262, 4.1048, 1.3038)  0.577
H (0.3659, 4.2280, 0.5480)  0.435
H (-0.3139, 2.6263, 3.0944)  0.391
H (0.5889, 4.1326, 3.0433)  0.615
O (-0.8409, -0.7342, 4.1139)  -0.524
C (-0.4582, -0.9558, 3.0193)  -0.111
O (0.4032, -0.0769, 2.3744)  -0.145
C (-0.7920, -2.1035, 2.1075)  -0.301
P (-1.0739, -1.3556, 0.4638)  1.899
C (-2.7684, -0.7372, 0.5879)  0.835
C (-3.0541, 0.2466, 1.5397)  -0.308
C (-4.3594, 0.6479, 1.7623)  -1.093
C (-5.3940, 0.0797, 1.0298)  -0.672
C (-5.1208, -0.9051, 0.0930)  -0.804
C (-3.8161, -1.3234, -0.1242)  -0.685
C (-0.9858, -2.6513, -0.7747)  1.011
C (-1.4820, -2.4171, -2.0611)  -0.486
C (-1.3728, -3.3899, -3.0379)  -0.971
C (-0.7545, -4.5998, -2.7460)  -0.685
C (-0.2496, -4.8362, -1.4766)  -0.835
C (-0.3625, -3.8667, -0.4911)  -0.820
H (-1.6602, -2.6535, 2.4644)  0.672
H (0.0837, -2.7531, 2.0788)  0.250
H (-2.2669, 0.6873, 2.1394)  0.396
H (-4.5731, 1.3939, 2.5157)  0.476
H (-6.4149, 0.3915, 1.2039)  0.437
H (-5.9275, -1.3675, -0.4593)  0.458
H (-3.6311, -2.1258, -0.8232)  0.502
H (-1.9727, -1.4805, -2.2994)  0.544
H (-1.7723, -3.2099, -4.0268)  0.467
H (-0.6711, -5.3611, -3.5098)  0.448
H (0.2288, -5.7781, -1.2461)  0.470
H (0.0348, -4.0801, 0.4913)  0.389
F (1.7085, -1.5596, 0.1781)  -0.204
Sb (3.4593, -2.1258, 1.1283)  2.446
F (4.2463, -1.3182, -0.3631)  -0.535
F (2.9969, -0.2823, 1.6751)  -0.658
F (4.9915, -2.2407, 2.1344)  -0.477
F (2.3063, -2.6719, 2.4872)  -0.565
F (3.3294, -3.7576, 0.2705)  -0.516

6.
Density functional theory data (ωB97M-V with the def2-TZVPD basis set) for 2 unconnected molecules or ions with the total composition C26H25O.

The HOMO energy is -11.42 eV. The lowest unoccupied orbital energy is -5.30 eV. Its total energy is -29407.2203 eV. As for the HOMO-LUMO gap: 6.12 eV. Its net charge is +1. As for the largest force on an atom: 1.83 eV/A.

Each line ends with the Mulliken charge.
Element x y z (Å)
C (-4.1381, 0.6321, -2.4166)  -0.542
C (-4.1212, -0.9150, -2.4333)  -0.534
C (-2.6895, -1.3817, -2.0167)  -0.500
C (-1.9011, -0.1210, -1.7685)  0.520
C (-0.5662, -0.1245, -1.4937)  -0.974
C (-2.7182, 1.1243, -1.9831)  -0.457
H (-4.3961, 1.0289, -3.4145)  0.261
H (-4.9003, 0.9890, -1.7107)  0.299
H (-4.8698, -1.3045, -1.7299)  0.288
H (-4.3775, -1.2993, -3.4374)  0.263
H (-2.7293, -2.0505, -1.1338)  0.172
H (-2.2416, -1.9832, -2.8323)  0.327
H (-0.0196, 0.8258, -1.5877)  0.403
H (-0.0368, -1.0695, -1.5980)  0.458
H (-2.2845, 1.7591, -2.7796)  0.325
H (-2.7712, 1.7695, -1.0823)  0.092
C (6.8078, 0.7269, -0.6116)  -0.804
O (5.8322, -0.2313, -1.0520)  -0.414
C (4.5371, -0.0736, -0.7078)  0.821
C (3.6593, -1.1173, -1.0949)  -1.333
C (2.3360, -1.0919, -0.6957)  -0.312
C (1.8279, -0.0329, 0.0731)  0.676
C (0.4115, -0.0541, 0.4524)  1.166
C (-0.2565, 1.1139, 1.0281)  -0.287
C (-1.3158, 0.6810, 1.8962)  0.213
C (-2.0547, 1.6010, 2.6285)  -0.573
C (-1.8170, 2.9694, 2.4448)  -0.640
C (-0.8125, 3.4075, 1.5679)  -1.157
C (-0.0207, 2.4793, 0.8662)  -0.169
C (-1.2706, -0.7658, 1.9572)  0.051
C (-0.1811, -1.2267, 1.1437)  0.810
C (0.1519, -2.5838, 1.1594)  -0.267
C (-0.6342, -3.4753, 1.9098)  -0.997
C (-1.6993, -3.0068, 2.7012)  -0.732
C (-1.9946, -1.6431, 2.7429)  -0.620
C (2.6924, 1.0132, 0.4391)  -0.505
C (4.0305, 1.0130, 0.0598)  -1.027
H (7.7394, 0.3758, -1.0298)  0.257
H (6.5759, 1.7410, -0.9945)  0.326
H (6.8777, 0.7598, 0.4943)  0.345
H (4.0838, -1.9262, -1.6729)  0.454
H (1.7211, -1.9428, -0.9718)  0.371
H (-2.7937, 1.2336, 3.3370)  0.450
H (-2.4064, 3.6948, 2.9915)  0.450
H (-0.6401, 4.4778, 1.4446)  0.416
H (0.7912, 2.8472, 0.2419)  0.713
H (1.0291, -2.9645, 0.6448)  0.412
H (-0.4212, -4.5440, 1.8879)  0.430
H (-2.2876, -3.7147, 3.2794)  0.438
H (-2.7812, -1.2429, 3.3851)  0.437
H (2.3522, 1.8029, 1.0956)  0.780
H (4.6914, 1.8200, 0.3766)  0.419